[1]
Computed, not measured: a structure of composition C34H25N5O6PbS, with ωB97M-V with the def2-TZVPD basis set.

Properties
Max |F| ... 0.0076 Eh/bohr
HOMO-LUMO gap ... 5.70 eV
E ... -2626.241933 Ha
Total charge ... +2

Structure (XYZ):
```
72
Properties=species:S:1:pos:R:3:mulliken_charge:R:1
Pb -1.43580 1.09081 -1.62286 1.371
C 0.96367 0.40788 -5.31945 -1.029
O 1.25385 0.56991 -3.91437 -0.350
C 1.92693 -0.37131 -3.28418 0.898
C 2.28785 -1.60155 -3.84633 -0.592
C 2.99625 -2.51167 -3.09231 -0.684
C 3.38307 -2.25509 -1.76107 -1.087
C 3.04794 -1.06490 -1.19166 -0.226
C 2.30347 -0.11233 -1.93095 0.745
N 1.89165 1.07302 -1.41152 -0.598
N 2.28259 1.48093 -0.32648 0.094
C 2.00155 1.69189 0.88715 1.128
C 0.72825 1.00850 1.38833 0.235
O -0.05120 0.53788 0.57791 -0.113
C 0.53889 0.99640 2.81546 -1.066
C 1.36995 1.68488 3.61867 -0.629
C 2.50460 2.46576 3.14699 0.666
C 3.27759 3.20104 4.03679 -0.844
C 4.35198 3.95056 3.57548 -0.662
C 4.66535 3.96972 2.22360 -0.712
C 3.90742 3.23718 1.32263 -0.523
C 2.83073 2.48855 1.78171 0.476
H 0.28016 -0.42607 -5.47232 0.413
H 1.88721 0.25978 -5.87648 0.433
H 0.49637 1.33782 -5.62215 0.264
H 2.02321 -1.83655 -4.86560 0.506
H 3.27223 -3.45581 -3.54485 0.462
H 3.95101 -2.99163 -1.21118 0.470
H 3.34407 -0.83033 -0.17690 0.509
H -0.31739 0.45439 3.19184 0.563
H 1.18877 1.68541 4.68754 0.442
H 3.03667 3.18796 5.09199 0.466
H 4.94571 4.52291 4.27493 0.427
H 5.50036 4.55793 1.86914 0.447
H 4.14966 3.25509 0.26720 0.493
O -3.64160 1.38649 -1.05382 -0.657
C -4.19196 2.27357 -0.36442 -0.047
C -3.57222 3.31326 0.37500 0.432
C -4.43384 4.14908 1.11704 -0.504
C -3.91372 5.16219 1.86100 -0.524
C -2.53576 5.40748 1.89443 -0.454
C -1.67999 4.61388 1.17860 -0.669
C -2.16284 3.53990 0.39791 0.651
O -1.31308 2.82029 -0.27193 -0.616
N -4.81675 6.01912 2.64624 1.025
O -4.30597 6.90303 3.29861 -0.599
O -6.00234 5.77739 2.58249 -0.600
H -5.28682 2.23527 -0.31088 0.459
H -5.50475 3.99052 1.10546 0.512
H -2.17237 6.23462 2.48882 0.519
H -0.61471 4.80024 1.17900 0.530
S -2.71044 -5.49375 0.34426 -0.172
C -2.36574 -3.86191 -0.13310 1.200
C -1.16984 -3.40391 -0.68763 -0.900
C -1.05541 -2.06888 -1.00330 -0.074
N -2.02429 -1.17046 -0.81725 -0.014
C -3.18036 -1.60922 -0.29400 -0.501
C -3.38850 -2.92015 0.05893 -0.979
C -1.19519 -6.32399 -0.07026 -0.034
C -0.23341 -6.53655 0.90333 0.024
C 0.93982 -7.18496 0.53095 -0.413
N 1.18302 -7.60402 -0.70549 -0.569
C 0.23727 -7.41825 -1.62380 -0.382
C -0.97074 -6.78890 -1.35936 0.016
H -0.33905 -4.06983 -0.87084 0.430
H -0.12558 -1.69919 -1.43026 0.046
H -3.95905 -0.86900 -0.16608 0.383
H -4.34273 -3.21395 0.47523 0.437
H -0.38475 -6.20901 1.92280 0.429
H 1.71457 -7.37277 1.26516 0.397
H 0.45245 -7.79558 -2.61671 0.404
H -1.71798 -6.67102 -2.13286 0.426
```

***

[2]
Computed, not measured: a structure of composition C34H26As2O7RuS3, with ωB97M-V with the def2-TZVPD basis set.

Properties
Expectation value of S² ... 6.055
Max |F| ... 0.0085 Eh/bohr
HOMO-LUMO gap (alpha / beta) ... 7.45 / 6.00 eV
E ... -7598.806967 Ha
Total charge ... 0
2S+1 ... 5

Structure (XYZ):
```
73
Properties=species:S:1:pos:R:3:mulliken_charge:R:1
Ru 0.92259 -0.96767 -0.36054 1.240
S 2.61204 0.60724 -0.51045 -0.402
C 2.14425 2.00263 0.47462 0.509
C 2.63113 3.25782 0.11060 -0.592
C 2.40216 4.35703 0.92357 -0.629
C 1.69709 4.22163 2.11221 -0.757
C 1.20289 2.97862 2.47682 -0.095
C 1.40917 1.87680 1.65825 -0.351
As 0.77537 0.10650 2.05906 1.075
C -1.03868 0.26418 2.67194 0.522
C -1.78379 1.42161 2.47856 -0.516
C -3.12858 1.44048 2.82139 -0.691
C -3.73159 0.30631 3.34529 -0.516
C -2.99483 -0.85905 3.50889 -0.722
C -1.65237 -0.88781 3.16280 -0.547
C 1.86783 -0.50588 3.51697 0.769
C 1.35167 -0.89766 4.74395 -0.301
C 2.21426 -1.34908 5.73297 -0.679
C 3.57958 -1.41081 5.49435 -0.520
C 4.09047 -1.01920 4.26445 -0.681
C 3.23583 -0.56972 3.27177 -0.572
H 3.19673 3.36378 -0.80608 0.463
H 2.78811 5.32500 0.63060 0.403
H 1.53799 5.07789 2.75406 0.410
H 0.65515 2.86447 3.40485 0.489
H -1.32665 2.30530 2.05317 0.417
H -3.70669 2.34307 2.67043 0.424
H -4.78053 0.32495 3.61118 0.387
H -3.46844 -1.75420 3.89026 0.406
H -1.09425 -1.81403 3.23866 0.500
H 0.28939 -0.84512 4.94002 0.452
H 1.81540 -1.65447 6.69156 0.404
H 4.24696 -1.77044 6.26672 0.388
H 5.15357 -1.07682 4.07166 0.393
H 3.63154 -0.28918 2.30157 0.301
O 2.17055 -2.33687 -2.72202 -0.499
As 0.79317 -3.39404 -2.36934 1.038
O 0.14783 -3.88954 -3.77121 -0.732
O -0.07730 -2.34367 -1.33544 -0.753
C 1.48655 -4.88152 -1.35332 -0.425
C 1.54081 -6.05227 -2.09971 -0.467
C 2.04067 -7.22161 -1.54190 -0.589
C 2.48609 -7.22691 -0.23151 -0.565
C 2.42682 -6.06581 0.52748 -0.454
C 1.91761 -4.90139 -0.02301 0.062
S 1.88724 -3.46291 1.02389 1.790
O 2.72946 -3.73341 2.14931 -0.683
O 2.42571 -2.38050 0.11557 -0.765
O 0.50072 -3.12752 1.31741 -0.582
H 2.27493 -2.31445 -3.68258 0.269
H 1.18383 -6.03425 -3.12183 0.526
H 2.08251 -8.12327 -2.13861 0.388
H 2.88421 -8.13212 0.20763 0.390
H 2.77614 -6.04891 1.55038 0.509
C -4.99618 5.31418 -7.37576 -1.042
C -4.24744 4.40723 -6.43226 0.732
O -3.57322 3.48394 -6.78865 -0.512
S -4.47430 4.88536 -4.71837 -0.267
C -3.43296 3.74174 -3.86000 0.313
C -3.54375 2.36786 -4.05754 -0.367
C -2.74397 1.50506 -3.33419 -0.692
C -1.83270 2.00528 -2.39678 0.286
C -1.73113 3.38525 -2.20125 -0.610
C -2.52677 4.24760 -2.93294 -0.534
C -1.00481 1.11139 -1.66430 0.460
C -0.29935 0.35630 -1.00894 -0.445
H -5.56318 4.69848 -8.07244 0.294
H -4.26402 5.88644 -7.94614 0.286
H -5.66188 5.99956 -6.85476 0.369
H -4.24965 1.97869 -4.77582 0.432
H -2.81550 0.43607 -3.48229 0.512
H -1.02005 3.76898 -1.48146 0.537
H -2.44147 5.31735 -2.79342 0.405
```

***

[3]
Computed, not measured: a structure of composition C34H26BrN2O3PdSb, with ωB97M-V with the def2-TZVPD basis set.

Properties
Max |F| ... 0.0193 Eh/bohr
HOMO-LUMO gap ... 7.51 eV
E ... -4588.612522 Ha
Total charge ... 0

Structure (XYZ):
```
68
Properties=species:S:1:pos:R:3:mulliken_charge:R:1
Pd 0.11748 -0.35993 0.11224 0.957
O -0.84047 0.07797 1.80105 -0.045
C -0.68797 1.16661 2.53962 -0.020
C -1.25341 1.12266 3.82935 -0.547
C -1.17974 2.19112 4.68850 -0.510
C -0.52869 3.36751 4.29228 -0.854
C 0.02164 3.42733 3.03497 -0.855
C -0.05102 2.35081 2.13675 0.222
C 0.53135 2.47558 0.81015 0.575
N 0.74179 1.50806 -0.06792 0.388
C 1.28550 2.06488 -1.20341 -0.729
C 1.41858 3.39516 -1.00898 -0.962
N 0.93879 3.63942 0.26104 -0.015
H -1.75133 0.20743 4.12087 0.482
H -1.62396 2.11585 5.67216 0.425
H -0.45233 4.21188 4.96255 0.408
H 0.54243 4.33197 2.74294 0.320
H 1.54904 1.44933 -2.04375 0.674
H 1.79255 4.17661 -1.64428 0.438
H 0.86635 4.54150 0.69455 0.193
Br 8.54622 -1.22011 -0.31141 -0.198
C 6.65368 -1.30972 -0.28106 0.161
C 6.02957 -2.14096 0.63613 -0.550
C 4.64545 -2.19909 0.65431 -0.262
C 3.89874 -1.43724 -0.23638 0.156
C 4.54381 -0.61250 -1.14898 -0.233
C 5.92840 -0.54171 -1.17603 -0.630
C 2.40352 -1.50262 -0.18348 1.033
O 1.86088 -2.16038 0.70820 -0.697
O 1.72777 -0.82102 -1.05963 -0.948
H 6.61706 -2.73105 1.32526 0.417
H 4.12304 -2.82987 1.36002 0.464
H 3.95112 -0.02628 -1.83832 0.370
H 6.43896 0.09881 -1.88150 0.422
C -8.00762 -0.69072 -0.70604 -0.424
C -7.60796 0.58273 -0.32752 -0.600
C -6.30309 0.80074 0.09160 -0.577
C -5.36892 -0.23729 0.12790 0.365
C -5.79165 -1.51192 -0.24363 -0.232
C -7.09958 -1.73706 -0.65688 -0.628
Sb -3.41130 0.23680 0.94732 0.919
C -2.92034 1.77330 -0.49059 0.694
C -3.31046 3.06311 -0.12556 -0.769
C -3.06664 4.15192 -0.95574 -0.727
C -2.41242 3.96398 -2.16196 -0.543
C -1.99743 2.69082 -2.52742 -0.625
C -2.24450 1.60603 -1.69857 -0.241
C -2.43982 -1.41102 -0.10984 0.705
C -1.45188 -2.24138 0.46627 -1.291
C -0.85591 -3.27112 -0.27228 -0.110
C -1.23776 -3.50439 -1.57878 -0.696
C -2.22216 -2.71042 -2.15195 -0.688
C -2.80750 -1.68012 -1.43203 -0.508
H -9.02441 -0.86727 -1.03328 0.367
H -8.31188 1.40535 -0.35680 0.389
H -6.00666 1.80302 0.38721 0.232
H -5.10143 -2.34623 -0.20914 0.434
H -7.40759 -2.73573 -0.94184 0.376
H -3.80391 3.22422 0.82705 0.422
H -3.38624 5.14330 -0.65826 0.408
H -2.22107 4.80606 -2.81570 0.408
H -1.47472 2.54213 -3.46481 0.417
H -1.89634 0.62592 -2.00183 0.207
H -1.18676 -2.13414 1.50991 0.458
H -0.08001 -3.86301 0.19314 0.377
H -0.77328 -4.29615 -2.15162 0.407
H -2.53304 -2.88674 -3.17465 0.419
H -3.56924 -1.07478 -1.90870 0.602
```

***

Which of these has the lowest E?
C34H26As2O7RuS3

***

Which of these has the lowest max |F|?
C34H25N5O6PbS